# 1
ORCA calculation (ωB97M-V with the def2-TZVPD basis set) on a structure of composition C28H35BrCrNPS4.

The energy above the lowest of the compared OMol25 structures with the same formula, charge and spin comes out at 9.0 kcal/mol. The LUMO energy (alpha / beta) is 0.0889 / 0.0950 Eh. As for the expectation value of S²: 0.763. The spin multiplicity is 2. As for the total charge: -1.

Atoms and positions in Å:
Cr -1.55 0.04 -0.48
S -2.67 -2.02 -0.14
S -4.65 -1.53 -0.43
S -4.78 0.28 0.55
S -3.53 1.46 -0.55
C -2.22 -0.12 4.69
C -2.23 -0.69 3.27
C -1.72 -2.14 3.29
P -1.34 0.29 1.95
C -1.35 2.02 2.64
C -0.52 2.91 1.70
C -2.76 2.58 2.79
C 0.41 -0.16 2.10
C 1.11 -0.23 3.30
C 2.44 -0.63 3.37
C 3.17 -0.75 4.68
C 3.07 -0.95 2.17
C 2.41 -0.87 0.96
C 1.05 -0.48 0.89
N 0.37 -0.40 -0.31
C 1.17 -0.40 -1.49
C 1.27 -1.55 -2.29
C 0.65 -2.84 -1.83
C 1.97 -1.50 -3.48
C 2.62 -0.34 -3.90
C 3.37 -0.29 -5.20
C 2.58 0.76 -3.06
C 1.88 0.75 -1.87
C 1.82 1.99 -1.02
H -2.86 -0.75 5.32
H -2.61 0.89 4.73
H -1.22 -0.13 5.12
H -3.27 -0.70 2.91
H -0.70 -2.18 3.68
H -1.72 -2.56 2.29
H -2.36 -2.76 3.92
H -0.86 1.99 3.62
H -0.97 2.88 0.70
H 0.51 2.57 1.64
H -0.53 3.95 2.04
H -3.21 2.71 1.81
H -2.72 3.56 3.28
H -3.41 1.93 3.37
H 0.62 0.05 4.23
H 2.56 -0.39 5.51
H 4.11 -0.18 4.66
H 3.43 -1.79 4.88
H 4.11 -1.26 2.18
H 2.92 -1.13 0.04
H 1.07 -3.14 -0.86
H 0.83 -3.63 -2.55
H -0.43 -2.74 -1.69
H 2.01 -2.38 -4.11
H 3.00 -1.05 -5.90
H 4.44 -0.48 -5.04
H 3.27 0.69 -5.67
H 3.10 1.67 -3.36
H 2.28 2.84 -1.53
H 2.34 1.84 -0.07
H 0.79 2.25 -0.78
Br -1.30 0.32 -7.23
C -1.45 0.25 -5.32
C -2.10 -0.81 -4.72
C -2.15 -0.87 -3.33
C -1.58 0.11 -2.51
C -0.98 1.19 -3.18
C -0.89 1.26 -4.56
H -2.56 -1.58 -5.33
H -2.65 -1.72 -2.89
H -0.55 2.00 -2.61
H -0.38 2.09 -5.05

---

# 2
ORCA calculation (ωB97M-V with the def2-TZVPD basis set) on a structure of composition C28H35BrMnN4O5S.

The energy above the lowest of the compared OMol25 structures with the same formula, charge and spin comes out at 0.0 kcal/mol. The LUMO energy (alpha / beta) is 0.0174 / 0.0174 Eh. As for the expectation value of S²: 8.757. The spin multiplicity is 6. As for the total charge: 0.

Atoms and positions in Å:
Mn -0.18 0.30 0.48
C -0.89 2.04 -2.42
O -0.05 1.04 -1.87
C 1.15 0.85 -2.59
C 1.73 -0.47 -2.13
O 1.76 -0.54 -0.72
C 2.98 -0.19 -0.06
C 3.03 1.31 0.24
O 1.83 1.73 0.86
C 1.92 1.94 2.28
H -1.29 1.70 -3.38
H -0.35 2.98 -2.57
H -1.70 2.19 -1.71
H 1.84 1.69 -2.40
H 0.95 0.80 -3.67
H 2.73 -0.63 -2.56
H 1.07 -1.27 -2.45
H 3.84 -0.50 -0.65
H 2.98 -0.73 0.89
H 3.12 1.88 -0.69
H 3.89 1.52 0.87
H 2.25 1.03 2.79
H 0.93 2.22 2.61
H 2.62 2.76 2.48
N -1.57 1.64 0.60
C -1.98 2.83 0.69
C -1.03 4.00 0.68
C -1.21 5.08 1.55
C -0.32 6.15 1.54
C 0.74 6.16 0.65
C 0.93 5.09 -0.21
C 0.05 4.01 -0.19
C -3.43 3.18 0.82
C -3.98 4.27 0.14
C -5.33 4.55 0.24
C -6.15 3.77 1.03
C -5.62 2.69 1.73
C -4.27 2.40 1.62
H -2.04 5.07 2.25
H -0.47 6.98 2.22
H 1.42 7.00 0.62
H 1.76 5.09 -0.90
H 0.18 3.17 -0.85
H -3.34 4.89 -0.48
H -5.74 5.40 -0.30
H -7.21 4.01 1.13
H -6.26 2.09 2.36
H -3.84 1.56 2.16
Br -2.78 -5.35 2.40
C -1.14 -4.65 3.07
C -0.42 -5.36 4.02
N 0.73 -4.90 4.51
C 1.19 -3.74 4.07
C 0.52 -2.96 3.12
C -0.67 -3.44 2.61
C 1.09 -1.65 2.65
O 2.28 -1.41 2.89
O 0.26 -0.90 2.03
H -0.77 -6.31 4.40
H 2.12 -3.39 4.48
H -1.20 -2.87 1.86
C -4.95 -0.38 -0.77
N -3.61 -0.61 -0.25
C -2.98 -1.78 -0.39
S -1.31 -1.90 -0.66
N -3.71 -2.91 -0.36
C -4.94 -3.04 0.40
H -4.98 0.61 -1.22
H -5.72 -0.42 0.01
H -5.19 -1.12 -1.53
H -3.01 0.21 -0.08
H -3.15 -3.74 -0.46
H -5.82 -2.81 -0.19
H -4.92 -2.38 1.27
H -5.02 -4.07 0.75

---

# 3
ORCA calculation (ωB97M-V with the def2-TZVPD basis set) on a structure of composition C28H35BrN7O2P2ReS2.

The energy above the lowest of the compared OMol25 structures with the same formula, charge and spin comes out at 43.5 kcal/mol. The LUMO energy (alpha / beta) is -0.3865 / -0.3728 Eh. As for the expectation value of S²: 0.766. The spin multiplicity is 2. As for the total charge: +3.

Atoms and positions in Å:
Re 0.05 0.13 -0.23
C -4.35 -1.08 0.29
C -2.88 -0.85 0.36
N -2.30 0.28 0.17
N -3.04 1.40 0.02
C -2.54 2.62 0.35
N -3.39 3.63 0.37
S -0.91 2.82 0.70
C -1.98 -1.92 0.82
C -2.47 -3.10 1.37
C -1.60 -3.99 1.97
C -0.25 -3.68 2.00
C 0.18 -2.52 1.40
N -0.66 -1.65 0.82
H -4.81 -0.93 1.27
H -4.84 -0.41 -0.42
H -4.57 -2.09 -0.03
H -4.05 1.30 0.02
H -4.39 3.53 0.29
H -3.04 4.56 0.60
H -3.53 -3.30 1.37
H -1.98 -4.89 2.43
H 0.46 -4.33 2.50
H 1.23 -2.24 1.41
C -1.20 2.62 -2.63
P 0.32 1.85 -1.96
C 1.46 3.24 -1.70
C 0.93 0.99 -3.44
C 1.61 1.66 -4.45
C 2.00 0.97 -5.59
C 1.68 -0.37 -5.75
C 0.98 -1.04 -4.76
C 0.62 -0.36 -3.59
P -0.25 -1.22 -2.25
C -1.88 -1.62 -2.93
C 0.57 -2.84 -2.09
H -0.95 3.02 -3.62
H -1.53 3.43 -2.00
H -1.99 1.88 -2.74
H 1.20 4.04 -2.39
H 2.48 2.91 -1.88
H 1.37 3.62 -0.68
H 1.83 2.71 -4.35
H 2.55 1.49 -6.36
H 1.97 -0.90 -6.64
H 0.71 -2.08 -4.89
H -1.72 -2.17 -3.86
H -2.45 -0.72 -3.15
H -2.45 -2.26 -2.25
H 1.48 -2.83 -2.69
H -0.08 -3.64 -2.45
H 0.84 -3.05 -1.06
C 3.82 1.72 1.42
N 4.06 0.29 1.37
C 4.94 -0.37 2.18
C 4.90 -1.68 1.85
N 3.97 -1.80 0.85
C 3.46 -0.59 0.56
S 2.42 -0.30 -0.80
H 3.74 2.03 2.46
H 2.90 1.96 0.90
H 4.66 2.26 0.96
H 5.52 0.14 2.93
H 5.44 -2.52 2.25
H 3.76 -2.65 0.36
Br -4.02 1.16 3.86
C -2.22 0.97 4.42
C -1.85 1.12 5.75
N -0.59 1.00 6.10
C 0.37 0.70 5.24
C 0.07 0.53 3.89
C -1.25 0.67 3.49
C 1.13 0.16 2.87
O 2.09 -0.49 3.21
O 0.93 0.58 1.64
H -2.57 1.35 6.53
H 1.37 0.61 5.62
H -1.51 0.54 2.45